Entry from the Open Molecules 2025 dataset: a 7-piece molecular cluster, C24H48O10 overall (wB97M-V/def2-TZVPD).

Each atom is followed by the atoms it is bonded to, with distances in Å.
Atoms and positions in Å:
1 C 0.990 1.282 4.811  C2 1.492, H7 1.078, H8 1.064, H9 1.072
2 C 2.361 0.783 5.122  C1 1.492, O3 1.428, H10 1.168, H11 1.119
3 O 2.759 0.706 6.491  C2 1.428, C4 1.354
4 C 3.417 -0.353 7.019  O3 1.354, C5 1.538, O6 1.242
5 C 4.071 -0.068 8.382  C4 1.538, H12 1.142, H13 1.066, H14 1.086
6 O 3.701 -1.436 6.481  C4 1.242
7 H 0.991 1.524 3.761  C1 1.078
8 H 0.835 2.140 5.420  C1 1.064
9 H 0.109 0.823 5.214  C1 1.072
10 H 2.640 -0.211 4.576  C2 1.168
11 H 3.112 1.334 4.501  C2 1.119
12 H 4.536 -1.011 8.828  C5 1.142
13 H 3.446 0.535 9.000  C5 1.066
14 H 4.730 0.781 8.229  C5 1.086
15 C 0.398 3.051 0.754  C16 1.631, H21 1.155, H22 1.086, H23 1.166
16 C 0.299 3.754 -0.714  C15 1.631, O17 1.436, H24 1.037, H25 1.148
17 O 0.880 2.850 -1.666  C16 1.436, C18 1.335
18 C 0.759 3.140 -2.964  O17 1.335, C19 1.541, O20 1.279
19 C 1.208 1.994 -3.892  C18 1.541, H26 1.041, H27 1.004, H28 1.126
20 O 0.447 4.316 -3.358  C18 1.279
21 H 0.226 3.685 1.704  C15 1.155
22 H 1.383 2.680 1.022  C15 1.086
23 H -0.356 2.171 0.887  C15 1.166
24 H -0.709 3.935 -0.875  C16 1.037
25 H 0.879 4.744 -0.665  C16 1.148
26 H 0.643 1.128 -4.013  C19 1.041
27 H 2.025 1.584 -3.476  C19 1.004
28 H 1.387 2.234 -4.977  C19 1.126
29 C 4.498 -1.915 -3.466  C30 1.450, H35 1.066, H36 1.120, H37 1.266
30 C 3.620 -1.213 -4.382  C29 1.450, O31 1.420, H38 1.051, H39 1.100
31 O 2.285 -1.669 -4.221  C30 1.420, C32 1.369
32 C 1.393 -1.222 -5.158  O31 1.369, C33 1.467, O34 1.182
33 C 0.105 -1.880 -4.914  C32 1.467, H40 1.048, H41 1.083, H42 1.116
34 O 1.553 -0.460 -6.047  C32 1.182
35 H 4.730 -2.862 -3.896  C29 1.066
36 H 4.047 -1.968 -2.442  C29 1.120
37 H 5.439 -1.208 -3.001  C29 1.266
38 H 3.438 -0.182 -4.288  C30 1.051
39 H 3.836 -1.472 -5.429  C30 1.100
40 H -0.044 -2.610 -4.177  C33 1.048
41 H -0.305 -2.171 -5.873  C33 1.083
42 H -0.756 -1.222 -4.646  C33 1.116
43 C 0.881 -0.709 -1.066  C44 1.588, H47 1.035, H48 1.220, H49 0.901
44 C 0.072 -0.761 0.299  C43 1.588, C45 1.469, O46 1.358
45 C 0.806 -0.773 1.572  C44 1.469, H50 1.085, H51 1.104, H52 1.262
46 O -1.284 -0.814 0.247  C44 1.358
47 H 1.612 -1.440 -1.025  C43 1.035
48 H 1.618 0.201 -1.409  C43 1.220
49 H 0.264 -1.033 -1.637  C43 0.901
50 H 1.247 -1.764 1.545  C45 1.085
51 H 0.244 -0.734 2.522  C45 1.104
52 H 1.555 0.240 1.637  C45 1.262
53 C -3.444 1.215 1.658  C54 1.483, H57 1.143, H58 1.178, H59 1.125
54 C -3.789 2.517 1.037  C53 1.483, C55 1.578, O56 1.151
55 C -5.330 2.625 0.717  C54 1.578, H60 1.114, H61 1.128, H62 1.063
56 O -3.092 3.411 0.840  C54 1.151
57 H -4.196 1.116 2.513  C53 1.143
58 H -2.350 1.203 2.095  C53 1.178
59 H -3.169 0.416 0.915  C53 1.125
60 H -6.127 2.568 1.493  C55 1.114
61 H -5.624 1.806 -0.001  C55 1.128
62 H -5.479 3.529 0.178  C55 1.063
63 C -1.319 -5.861 2.352  C64 1.483, H67 1.265, H68 1.087, H69 1.238
64 C -1.679 -5.508 0.957  C63 1.483, C65 1.526, O66 1.279
65 C -0.830 -4.508 0.177  C64 1.526, H70 1.096, H71 0.900, H72 1.213
66 O -2.698 -6.106 0.468  C64 1.279
67 H -0.096 -5.551 2.267  C63 1.265
68 H -1.558 -6.798 2.848  C63 1.087
69 H -1.896 -4.931 2.930  C63 1.238
70 H -0.246 -3.998 0.951  C65 1.096
71 H -1.519 -3.982 -0.065  C65 0.900
72 H -0.226 -5.247 -0.572  C65 1.213
73 C -2.418 1.029 -2.124  C74 1.516, H77 1.104, H78 1.061, H79 1.084
74 C -2.942 1.398 -3.498  C73 1.516, C75 1.545, O76 1.215
75 C -4.470 1.601 -3.600  C74 1.545, H80 1.141, H81 1.200, H82 1.220
76 O -2.150 1.525 -4.410  C74 1.215
77 H -2.760 0.034 -1.791  C73 1.104
78 H -2.902 1.832 -1.627  C73 1.061
79 H -1.352 1.228 -2.113  C73 1.084
80 H -4.772 1.421 -4.686  C75 1.141
81 H -4.491 2.766 -3.311  C75 1.200
82 H -5.137 0.805 -2.960  C75 1.220

The total energy is -46131.146 eV. As for the SMILES: CCOC(C)=O.CCOC(C)=O.CCOC(C)=O.CC(C)=O.CC(C)=O.CC(C)=O.CC(C)=O. The calculation puts the relative energy (zero: lowest compared OMol25 entry of this formula, charge and spin) at 198.1 kcal per mole. As for the HOMO-LUMO gap: 0.34950 hartree. The calculation puts the LUMO energy at 0.0031 hartree.